{"formula": "C8H30O11S2", "method": "ωB97M-V with the def2-TZVPD basis set", "smiles": "O=S1(=O)CCCC1.O=S1(=O)CCCC1.O.O.O.O.O.O.O", "homo_energy_ha": -0.376, "charge": 0, "max_force_ev_per_a": 1.83, "total_energy_ev": -52975.620, "symbols": ["O", "H", "H", "O", "H", "H", "O", "H", "H", "O", "H", "H", "O", "H", "H", "O", "H", "H", "O", "H", "H", "C", "C", "C", "S", "O", "O", "C", "H", "H", "H", "H", "H", "H", "H", "H", "C", "C", "C", "S", "O", "O", "C", "H", "H", "H", "H", "H", "H", "H", "H"], "coordinates": [[0.11779, 3.73547, -2.69873], [0.13540, 2.89337, -2.22020], [0.01418, 4.46383, -2.06044], [-2.07093, 1.90844, -0.28150], [-1.18192, 1.57211, -0.46176], [-2.27026, 2.31498, -1.14763], [2.78789, 0.68135, -1.24503], [3.38666, 1.29671, -1.72842], [3.10427, 0.63839, -0.31219], [-1.82168, -0.44561, -2.68602], [-2.09532, -0.31004, -1.76002], [-1.48425, -1.35884, -2.68802], [0.25786, 1.02813, -2.04077], [1.07846, 0.61299, -1.76875], [-0.30119, 0.36153, -2.54684], [-3.78529, -0.29407, 0.25380], [-3.53552, 0.62980, 0.08361], [-3.48245, -0.39543, 1.17015], [-2.71501, 2.60651, -3.16697], [-2.07971, 3.28506, -3.32080], [-2.38774, 1.77299, -3.55197], [1.69449, 2.86672, 2.29481], [0.61864, 2.38263, 1.33501], [0.00199, 1.12465, 1.85609], [1.46848, 0.28699, 2.54250], [2.23032, -0.03943, 1.33448], [1.21915, -0.74830, 3.49420], [2.19595, 1.77412, 3.26627], [1.32697, 3.78084, 2.76203], [2.55106, 3.12350, 1.69010], [1.13333, 2.20703, 0.39233], [-0.16258, 3.10331, 1.07024], [-0.40020, 0.43854, 1.05808], [-0.66459, 1.23094, 2.72644], [3.26980, 1.52323, 3.20404], [1.90881, 1.86922, 4.30765], [-0.38489, -2.32982, 0.58963], [1.01272, -2.67298, 0.04916], [1.17765, -4.15972, 0.15005], [-0.41978, -4.82133, -0.48102], [-0.77321, -6.05598, 0.16241], [-0.42337, -4.82230, -1.93505], [-1.38829, -3.29852, 0.04200], [-0.69750, -1.32199, 0.35278], [-0.30269, -2.41698, 1.67540], [1.80946, -2.19737, 0.59460], [1.15150, -2.34092, -0.97526], [1.20465, -4.49732, 1.17727], [1.98910, -4.59919, -0.41410], [-2.19598, -3.49356, 0.69836], [-1.82224, -2.89366, -0.84198]], "forces_ev_per_a": [[-0.2, 0.9, 0.1], [0.1, -0.2, 0.0], [0.1, -0.7, -0.3], [0.2, 0.3, -0.5], [0.1, -0.1, -0.1], [-0.4, 0.0, 0.0], [1.3, 0.7, 0.2], [-0.7, -0.7, 0.6], [-0.5, -0.1, -0.8], [0.1, -0.7, 0.4], [-0.2, 0.1, -0.3], [-0.3, 0.3, -0.2], [-1.3, -0.5, -0.5], [0.7, -0.1, 0.1], [0.7, 1.1, 0.8], [0.3, 0.1, 0.5], [0.1, -0.1, -0.2], [-0.2, -0.2, -0.3], [-1.0, -1.3, 0.5], [1.2, 0.6, -0.4], [0.0, 0.6, 0.1], [0.7, 0.8, 0.4], [-0.4, 0.1, -1.0], [0.1, -1.8, 0.4], [-0.3, 0.6, -1.5], [0.2, 0.2, 1.0], [-0.2, -0.3, 0.4], [-0.1, -0.7, -0.6], [0.4, -0.2, 0.5], [0.2, 0.5, -0.1], [-0.3, -0.5, -0.2], [0.2, 0.1, 0.5], [0.3, 0.8, 1.1], [-0.1, 0.2, -0.6], [-0.4, 0.6, 0.1], [-0.2, 0.0, 0.0], [1.0, -0.1, 0.7], [0.2, 0.3, -0.4], [-1.2, -0.7, -0.3], [0.1, 0.8, -0.7], [-0.2, 0.3, 0.5], [0.2, 0.4, 0.6], [0.8, -0.8, -0.5], [0.1, 0.2, -0.1], [-0.2, 0.1, 0.1], [0.1, 0.3, 0.4], [-0.2, 0.0, -0.3], [0.1, -0.1, 0.3], [0.1, -0.1, -0.2], [-0.6, -0.7, 0.8], [-0.3, -0.1, -1.0]], "nbo_charge": [-0.98, 0.50, 0.47, -1.00, 0.48, 0.51, -0.98, 0.49, 0.51, -0.95, 0.50, 0.49, -1.04, 0.51, 0.50, -0.96, 0.50, 0.46, -0.97, 0.49, 0.49, -0.42, -0.45, -0.64, 2.16, -1.01, -0.92, -0.66, 0.23, 0.22, 0.24, 0.25, 0.25, 0.24, 0.25, 0.25, -0.41, -0.43, -0.63, 2.12, -0.93, -0.95, -0.63, 0.21, 0.22, 0.25, 0.21, 0.23, 0.25, 0.25, 0.23]}

=====

{"formula": "C18H26N6O4", "method": "ωB97M-V with the def2-TZVPD basis set", "smiles": "Cc1n[nH]c(C)c1CC(=O)N1CC(=O)NC[C@H]1C(=O)N[C@H]1CCCN(C)C1=O", "homo_energy_ha": -0.328, "charge": 0, "max_force_ev_per_a": 0.14, "total_energy_ev": -36220.745, "symbols": ["C", "C", "N", "N", "C", "C", "C", "C", "C", "O", "N", "C", "C", "O", "N", "C", "C", "C", "O", "N", "C", "C", "C", "C", "N", "C", "C", "O", "H", "H", "H", "H", "H", "H", "H", "H", "H", "H", "H", "H", "H", "H", "H", "H", "H", "H", "H", "H", "H", "H", "H", "H", "H", "H"], "coordinates": [[3.34584, -1.55833, 0.24347], [2.71190, -0.57653, 1.16954], [3.41241, 0.02389, 2.11489], [2.52274, 0.79437, 2.76756], [1.27326, 0.71125, 2.26459], [0.11406, 1.45072, 2.83904], [1.34855, -0.18291, 1.21946], [0.23899, -0.59053, 0.30991], [-0.73798, -1.74350, 0.55990], [-1.58200, -1.91502, -0.31541], [-0.75150, -2.52444, 1.67805], [0.32495, -2.67642, 2.65510], [1.01486, -4.01868, 2.44374], [2.22047, -4.15550, 2.40369], [0.11663, -5.01877, 2.27270], [-1.28659, -4.76678, 2.54809], [-1.77773, -3.58176, 1.72054], [-3.08446, -3.03360, 2.31360], [-3.41287, -3.26172, 3.46619], [-3.79079, -2.26719, 1.45869], [-5.10863, -1.78530, 1.77421], [-5.24188, -0.28159, 1.58115], [-6.67723, 0.12012, 1.87315], [-7.61721, -0.56920, 0.90357], [-7.37756, -2.00423, 0.80760], [-8.37244, -2.74829, 0.05619], [-6.15754, -2.58796, 0.98983], [-5.91176, -3.71749, 0.60991], [3.06671, -2.57896, 0.51334], [3.04458, -1.37995, -0.79017], [4.42882, -1.47675, 0.31023], [2.83974, 1.36928, 3.52753], [-0.59454, 1.71511, 2.05414], [-0.41960, 0.84637, 3.57584], [0.43280, 2.37233, 3.32658], [-0.43349, 0.25518, 0.14481], [0.64204, -0.81722, -0.67958], [1.06303, -1.89510, 2.55633], [-0.09518, -2.63358, 3.66450], [0.46932, -5.95579, 2.16802], [-1.86899, -5.64568, 2.28169], [-1.46360, -4.57297, 3.60697], [-1.95684, -3.89509, 0.69231], [-3.42942, -2.17960, 0.51718], [-5.27680, -2.02720, 2.82713], [-4.53917, 0.22849, 2.24144], [-4.97593, -0.01447, 0.55247], [-6.93344, -0.16211, 2.89813], [-6.81282, 1.19912, 1.78955], [-8.65418, -0.42539, 1.21422], [-7.51811, -0.11803, -0.09318], [-8.21503, -3.81137, 0.20586], [-9.36570, -2.46884, 0.40768], [-8.30585, -2.53584, -1.01548]], "forces_ev_per_a": [[0.0, 0.0, 0.0], [0.0, 0.0, 0.0], [0.0, 0.0, 0.0], [0.0, 0.0, 0.0], [0.0, 0.0, 0.0], [0.0, 0.0, 0.0], [-0.1, 0.1, 0.0], [0.1, -0.1, -0.1], [0.1, -0.1, -0.1], [-0.1, 0.1, 0.1], [0.0, 0.0, 0.0], [0.0, 0.0, 0.0], [0.0, 0.0, 0.0], [0.0, 0.0, 0.0], [0.0, 0.0, 0.0], [0.0, 0.0, 0.0], [0.0, 0.0, 0.0], [0.0, 0.0, 0.0], [0.0, 0.0, 0.0], [0.0, 0.0, 0.0], [0.0, 0.0, 0.0], [0.0, 0.0, 0.0], [0.0, 0.0, 0.0], [0.0, 0.0, 0.0], [0.0, 0.0, 0.0], [0.0, 0.0, 0.0], [0.0, 0.0, 0.0], [0.0, 0.0, 0.0], [0.0, 0.0, 0.0], [0.0, 0.0, 0.0], [0.0, 0.0, 0.0], [0.0, 0.0, 0.0], [0.0, 0.0, 0.0], [0.0, 0.0, 0.0], [0.0, 0.0, 0.0], [0.0, 0.0, 0.0], [0.0, 0.0, 0.0], [0.0, 0.0, 0.0], [0.0, 0.0, 0.0], [0.0, 0.0, 0.0], [0.0, 0.0, 0.0], [0.0, 0.0, 0.0], [0.0, 0.0, 0.0], [0.0, 0.0, 0.0], [0.0, 0.0, 0.0], [0.0, 0.0, 0.0], [0.0, 0.0, 0.0], [0.0, 0.0, 0.0], [0.0, 0.0, 0.0], [0.0, 0.0, 0.0], [0.0, 0.0, 0.0], [0.0, 0.0, 0.0], [0.0, 0.0, 0.0], [0.0, 0.0, 0.0]], "nbo_charge": [-0.66, 0.17, -0.27, -0.34, 0.17, -0.65, -0.19, -0.51, 0.71, -0.67, -0.42, -0.34, 0.67, -0.61, -0.61, -0.24, -0.14, 0.69, -0.64, -0.61, -0.14, -0.40, -0.41, -0.20, -0.44, -0.41, 0.67, -0.62, 0.24, 0.21, 0.24, 0.40, 0.23, 0.23, 0.22, 0.25, 0.25, 0.27, 0.22, 0.41, 0.23, 0.22, 0.25, 0.44, 0.25, 0.22, 0.20, 0.21, 0.22, 0.20, 0.18, 0.24, 0.20, 0.19]}